C26H20CrF5N6PS | ωB97M-V with the def2-TZVPD basis set

CARTESIAN COORDINATES (ANGSTROEM)
Cr: 0.170 -1.364 0.738
N: 2.071 -1.664 -0.165
C: 2.894 -0.468 -0.112
C: 4.257 -0.528 0.112
C: 4.994 0.649 0.147
C: 4.373 1.873 -0.051
C: 3.003 1.933 -0.261
C: 2.259 0.762 -0.286
P: 0.452 0.665 -0.450
C: -0.201 2.260 0.083
C: -0.338 3.337 -0.792
C: -0.806 4.550 -0.311
C: -1.136 4.688 1.031
C: -1.003 3.616 1.903
C: -0.538 2.400 1.429
C: 0.163 0.562 -2.239
C: -1.131 0.731 -2.732
C: -1.389 0.564 -4.082
C: -0.363 0.216 -4.950
C: 0.924 0.047 -4.465
C: 1.192 0.220 -3.114
H: 2.543 -2.451 0.277
H: 1.932 -1.929 -1.141
H: 4.747 -1.484 0.257
H: 6.057 0.604 0.342
H: 4.956 2.784 -0.036
H: 2.505 2.887 -0.382
H: -0.080 3.229 -1.838
H: -0.914 5.389 -0.985
H: -1.499 5.639 1.398
H: -1.263 3.730 2.946
H: -0.428 1.552 2.095
H: -1.939 0.994 -2.058
H: -2.396 0.704 -4.454
H: -0.562 0.079 -6.005
H: 1.730 -0.211 -5.139
H: 2.208 0.113 -2.757
F: -6.446 -0.834 1.155
C: -5.259 -1.139 0.667
C: -4.127 -1.020 1.456
F: -4.203 -0.601 2.713
C: -2.908 -1.346 0.905
F: -1.784 -1.211 1.675
C: -2.733 -1.798 -0.392
S: -1.163 -2.210 -1.018
C: -3.891 -1.900 -1.163
F: -3.799 -2.315 -2.421
C: -5.133 -1.577 -0.646
F: -6.214 -1.681 -1.402
N: 1.577 -3.829 1.865
N: 0.217 -3.404 1.653
H: 1.607 -4.822 2.068
H: 1.925 -3.348 2.686
H: -0.334 -3.518 2.502
H: -0.191 -4.020 0.958
N: 0.948 -0.695 2.322
C: 1.048 -0.743 3.508
N: 1.179 -0.697 4.729
C: 1.134 -1.595 5.688
N: 1.107 -2.375 6.539

Its spin multiplicity is 2. The max |F| is 1.578 eV Å⁻¹. As for the total energy: -3614.39189 Eh. The net charge is +1. The LUMO energy (alpha / beta) comes out at -4.98 / -4.26 eV. The expectation value of S² is 0.774.

Results of the Löwdin charge analysis, in e, for atoms 1 through 6:
1 Cr 0.419
2 N 0.016
3 C -0.314
4 C -0.009
5 C -0.046
6 C -0.050


C2H3NO2S | ωB97M-V with the def2-TZVPD basis set

CARTESIAN COORDINATES (ANGSTROEM)
C: -0.157 0.627 -0.003
C: 1.335 0.554 -0.005
H: -2.639 -0.998 -0.006
H: -0.611 1.630 0.000
H: 1.013 -1.770 0.014
N: -0.860 -0.426 -0.002
O: -2.199 -0.161 0.001
O: 1.979 1.573 0.002
S: 2.140 -1.030 -0.001

The max |F| is 1.255 eV Å⁻¹. As for the SMILES: O=C(S)/C=N/O. As for the total energy: -681.37112 Eh. The LUMO energy comes out at -0.06 eV.

Results of the Löwdin charge analysis, in e, for atoms 1 through 6:
1 C -0.126
2 C -0.780
3 H 0.088
4 H 0.144
5 H -0.135
6 N -0.025


C24H25AuN4O4S2 | ωB97M-V with the def2-TZVPD basis set

CARTESIAN COORDINATES (ANGSTROEM)
Au: -0.726 -0.335 -0.595
C: -3.653 2.520 -1.990
C: -3.059 1.350 -1.264
N: -1.764 1.210 -1.336
N: -1.069 2.250 -1.943
C: 0.203 2.206 -1.797
S: 1.113 0.940 -1.005
S: 1.053 3.520 -2.604
C: 2.613 3.674 -1.677
C: 2.526 4.564 -0.466
C: 3.143 5.809 -0.482
C: 3.072 6.650 0.620
C: 2.381 6.252 1.753
C: 1.763 5.008 1.778
C: 1.835 4.169 0.677
C: -3.904 0.449 -0.487
C: -5.153 0.924 -0.035
C: -5.980 0.163 0.752
C: -5.585 -1.128 1.112
C: -4.374 -1.623 0.697
C: -3.508 -0.855 -0.097
O: -2.395 -1.438 -0.498
H: -3.413 2.417 -3.049
H: -3.193 3.450 -1.662
H: -4.728 2.566 -1.883
H: 3.293 4.108 -2.410
H: 2.990 2.680 -1.440
H: 3.683 6.126 -1.367
H: 3.558 7.617 0.591
H: 2.324 6.905 2.614
H: 1.225 4.688 2.661
H: 1.357 3.199 0.709
H: -5.465 1.928 -0.277
H: -6.922 0.566 1.097
H: -6.228 -1.737 1.734
H: -4.040 -2.613 0.975
C: -0.259 -5.258 -0.463
C: 1.254 -5.093 -0.535
C: 1.789 -3.850 0.211
C: 3.316 -3.765 0.060
C: 3.920 -2.546 0.746
C: 1.456 -4.020 1.680
O: 1.950 -4.888 2.362
N: 0.536 -3.147 2.213
C: -0.089 -2.092 1.566
O: -0.886 -1.394 2.156
N: 0.256 -1.875 0.253
C: 1.165 -2.625 -0.449
O: 1.445 -2.344 -1.596
H: -0.569 -6.150 -1.006
H: -0.780 -4.405 -0.905
H: -0.603 -5.368 0.568
H: 1.575 -4.999 -1.574
H: 1.753 -5.963 -0.105
H: 3.534 -3.745 -1.008
H: 3.734 -4.681 0.479
H: 3.529 -1.617 0.323
H: 5.003 -2.532 0.621
H: 3.715 -2.549 1.818
H: 0.284 -3.273 3.183

The max |F| is 0.312 eV Å⁻¹. As for the total energy: -2381.66799 Eh. The LUMO energy comes out at -0.93 eV.

Results of the Löwdin charge analysis, in e, for atoms 1 through 6:
1 Au 1.159
2 C -0.011
3 C -0.207
4 N -0.138
5 N -0.073
6 C -1.035


C3H6N4O | ωB97M-V with the def2-TZVPD basis set

CARTESIAN COORDINATES (ANGSTROEM)
C: -0.386 -1.257 -0.438
C: 0.460 1.226 0.808
C: -0.538 1.509 -0.224
H: -1.573 -2.758 -0.599
H: 1.468 -1.187 -1.092
H: 1.694 -0.415 1.053
H: -0.170 0.920 1.656
H: 1.022 2.107 1.236
H: -0.747 2.503 -0.733
N: -0.553 -2.493 -0.750
N: 0.788 -0.548 -0.719
N: 1.413 0.230 0.324
N: -1.487 0.713 -0.585
O: -1.391 -0.550 0.060

The max |F| is 3.729 eV Å⁻¹. As for the SMILES: [H]/N=C1/NNCC=NO1. As for the total energy: -412.05117 Eh. The LUMO energy comes out at 0.61 eV.

Results of the Löwdin charge analysis, in e, for atoms 1 through 6:
1 C -0.556
2 C -0.200
3 C -0.132
4 H 0.083
5 H 0.128
6 H 0.116


> Among the records above, which one has the highest max |F|?

C3H6N4O


> The highest max |F| belongs to which entry?

C3H6N4O